# C37H74O17

C37H74O17 as an isolated structure at a distorted geometry (ωB97M-V with the def2-TZVPD basis set, OMol25).

```
! RIJCOSX wB97M-V def2-TZVPD def2/J DEFGRID3
* xyz 0 1
O 0.943 4.543 -3.552
C 1.477 5.190 -2.624
O 2.690 5.669 -2.616
C 3.633 5.188 -3.625
C 4.828 6.113 -3.595
C 0.712 5.694 -1.374
H 2.965 5.204 -4.486
H 3.917 4.180 -3.144
H 5.503 5.976 -2.677
H 4.495 7.156 -3.782
H 5.310 5.804 -4.542
H 1.234 5.060 -0.311
H -0.324 5.305 -1.454
H 0.569 6.735 -1.424
O 0.038 -7.379 -0.705
C 1.258 -7.225 -0.724
O 1.693 -6.009 -0.461
C 0.791 -4.879 -0.121
C 1.714 -3.676 0.251
C 2.325 -8.197 -1.023
H 0.098 -4.959 0.734
H 0.118 -4.828 -0.996
H 2.607 -3.454 -0.479
H 2.198 -3.715 1.281
H 0.952 -2.808 0.365
H 2.495 -7.968 -1.939
H 2.099 -9.188 -1.121
H 3.119 -7.911 -0.424
O -1.397 -0.569 -5.691
C -2.396 -0.132 -5.043
O -3.556 -0.742 -4.973
C -3.813 -1.904 -5.851
C -5.031 -2.631 -5.430
C -2.224 1.127 -4.323
H -2.996 -2.745 -5.704
H -3.822 -1.360 -6.968
H -5.316 -3.552 -6.052
H -5.722 -1.833 -5.243
H -4.915 -3.035 -4.308
H -1.229 1.111 -3.964
H -2.683 1.248 -3.255
H -2.638 1.859 -4.886
O -2.555 -1.562 2.548
C -2.271 -0.557 3.319
O -1.087 -0.388 4.050
C -0.230 -1.423 4.125
C 1.023 -0.899 4.711
C -3.079 0.764 3.396
H -0.287 -1.968 3.274
H -0.699 -1.955 4.849
H 1.635 -0.155 4.161
H 1.832 -1.461 4.927
H 0.818 -0.251 5.628
H -2.848 1.305 4.442
H -4.142 0.497 3.413
H -2.921 1.397 2.423
O 4.232 -1.329 -1.314
C 3.523 -0.965 -2.291
O 3.186 0.329 -2.539
C 3.335 1.319 -1.514
C 2.736 2.543 -2.167
C 3.211 -1.957 -3.401
H 4.388 1.493 -1.356
H 2.879 1.046 -0.565
H 3.374 3.125 -2.744
H 2.410 3.091 -1.409
H 1.765 2.545 -2.505
H 3.861 -1.779 -4.244
H 2.231 -1.802 -3.752
H 3.437 -3.092 -2.963
O -0.928 -5.483 3.362
C -1.612 -4.439 3.495
O -1.896 -3.977 4.736
C -1.437 -4.590 5.874
C -1.975 -3.720 7.084
C -2.096 -3.638 2.274
H -0.264 -4.574 5.987
H -2.046 -5.618 5.814
H -3.034 -3.509 6.903
H -1.306 -2.750 7.041
H -1.785 -4.119 8.006
H -1.266 -3.338 1.899
H -2.436 -2.682 2.748
H -2.861 -4.107 1.897
O 0.084 4.902 2.645
C -0.585 3.882 3.004
O -1.789 3.481 2.658
C -2.648 4.412 2.072
C -4.178 3.843 1.851
C 0.153 2.882 3.956
H -2.412 4.686 1.026
H -2.696 5.321 2.728
H -4.222 3.319 0.951
H -4.994 4.531 1.689
H -4.612 3.319 2.610
H 1.146 2.840 3.415
H -0.254 2.108 4.103
H 0.392 3.223 4.907
C 3.470 3.981 1.433
C 3.816 2.655 0.886
O 2.949 1.595 0.956
C 5.000 2.607 0.015
H 3.110 4.523 0.661
H 4.351 4.404 1.862
H 2.766 3.841 2.410
H 5.003 3.301 -0.918
H 5.568 1.744 -0.169
H 5.698 3.200 0.501
C -4.000 -1.478 -1.839
C -2.803 -2.285 -1.410
O -3.050 -3.448 -0.651
C -1.402 -1.821 -1.705
H -3.820 -0.517 -2.298
H -4.588 -1.433 -1.002
H -4.730 -2.149 -2.602
H -1.186 -1.807 -2.861
H -0.848 -2.600 -1.384
H -1.183 -0.793 -1.127
C -0.582 2.327 -0.174
C -0.690 0.898 -0.723
O -1.454 0.692 -1.806
C -0.094 -0.254 0.177
H -0.333 2.419 0.825
H -1.269 2.926 -0.513
H 0.463 2.590 -0.615
H 0.344 -0.876 -0.528
H -0.891 -0.854 0.604
H 0.464 0.030 1.017
*
```

The value obtained for the HOMO energy is -0.291 hartree. Its electronic energy is -74354.6673 eV. As for the HOMO-LUMO gap: 7.569 eV. As for the relative energy (zero: lowest compared OMol25 entry of this formula, charge and spin): 530.6 kcal/mol.

# C32H60BN5O8SSi4TeV

C32H60BN5O8SSi4TeV as an isolated structure (ωB97M-V with the def2-TZVPD basis set, OMol25).

```
! RIJCOSX wB97M-V def2-TZVPD def2/J DEFGRID3
* xyz 2 2
V -1.022 1.695 0.581
C -5.000 -0.217 4.783
O -4.959 1.119 5.273
C -4.214 2.014 4.617
C -4.199 3.313 5.137
C -3.444 4.282 4.527
C -2.684 4.032 3.370
C -1.894 5.113 2.748
C -1.731 6.408 3.496
O -1.372 4.996 1.644
C -2.734 2.725 2.876
O -2.038 2.374 1.760
C -3.471 1.719 3.477
H -5.653 -0.760 5.458
H -4.003 -0.665 4.796
H -5.411 -0.249 3.772
H -4.784 3.527 6.021
H -3.444 5.275 4.952
H -1.364 6.236 4.508
H -2.689 6.925 3.575
H -1.036 7.040 2.950
H -3.431 0.728 3.050
C -3.679 1.845 -3.317
O -2.812 2.933 -2.909
C -2.045 2.722 -1.880
O -2.027 1.661 -1.224
N -1.263 3.753 -1.543
N -0.445 3.565 -0.420
H -4.116 2.173 -4.252
H -4.446 1.691 -2.563
H -3.092 0.940 -3.452
H -1.297 4.635 -2.033
H -0.701 4.234 0.329
H 0.530 3.668 -0.681
O 1.146 1.257 2.529
N 0.384 1.353 1.645
C 3.092 3.943 0.397
Si 4.120 2.951 -0.827
C 5.941 3.276 -0.548
C 3.637 3.349 -2.599
Si 3.709 0.674 -0.415
Te 1.138 0.386 -0.826
Si 4.285 0.023 1.812
C 3.233 -1.403 2.398
C 6.058 -0.524 1.550
C 4.320 1.489 2.967
Si 4.634 -0.854 -1.987
C 3.823 -0.727 -3.670
C 6.436 -0.380 -2.143
C 4.393 -2.591 -1.332
H 3.009 4.987 0.085
H 3.558 3.928 1.383
H 2.086 3.535 0.526
H 6.220 4.257 -0.940
H 6.564 2.534 -1.051
H 6.190 3.262 0.515
H 3.458 4.420 -2.722
H 2.740 2.816 -2.923
H 4.443 3.074 -3.282
H 3.224 -2.207 1.660
H 2.203 -1.107 2.599
H 3.648 -1.809 3.324
H 6.146 -1.384 0.887
H 6.476 -0.811 2.519
H 6.679 0.284 1.156
H 3.378 2.026 3.045
H 5.101 2.189 2.664
H 4.582 1.127 3.965
H 3.982 0.251 -4.129
H 2.751 -0.913 -3.618
H 4.264 -1.485 -4.324
H 6.545 0.618 -2.570
H 6.941 -1.079 -2.815
H 6.961 -0.405 -1.188
H 3.359 -2.763 -1.024
H 5.037 -2.802 -0.477
H 4.633 -3.322 -2.109
C -0.223 -2.201 -5.753
N 0.317 -1.031 -5.071
C -0.010 -0.659 -3.846
N -0.824 -1.398 -3.118
S 0.640 0.866 -3.290
H 0.303 -2.321 -6.695
H -1.288 -2.083 -5.957
H -0.053 -3.100 -5.159
H 0.931 -0.412 -5.578
H -1.162 -2.282 -3.465
H -1.095 -1.142 -2.169
C -3.750 -5.789 -2.044
C -3.869 -5.835 -0.521
C -5.341 -6.080 -0.161
C -3.014 -7.000 -0.004
C -3.395 -4.536 0.133
C -3.473 -4.402 1.525
C -3.065 -3.259 2.202
C -2.566 -2.234 1.431
O -2.095 -0.989 1.821
B -1.709 -0.348 0.659
O -1.934 -1.173 -0.451
C -2.474 -2.350 0.064
C -2.879 -3.477 -0.617
H -4.109 -6.729 -2.463
H -2.712 -5.667 -2.365
H -4.353 -4.987 -2.475
H -5.697 -6.988 -0.649
H -5.968 -5.249 -0.489
H -5.481 -6.206 0.913
H -3.364 -7.940 -0.434
H -3.068 -7.090 1.081
H -1.966 -6.868 -0.280
H -3.868 -5.223 2.108
H -3.131 -3.184 3.279
H -2.809 -3.529 -1.694
*
```

The value obtained for the HOMO energy (spin up / spin down) is -0.461 / -0.469 hartree. Its electronic energy is -133983.2675 eV. The expectation value of S² is 1.0427. As for the HOMO-LUMO gap (spin up / spin down): 6.555 / 6.307 eV. As for the relative energy (zero: lowest compared OMol25 entry of this formula, charge and spin): 117.2 kcal/mol.

# C39H30Cl2N7O3PbS2

C39H30Cl2N7O3PbS2 as an isolated structure at a distorted geometry (ωB97M-V with the def2-TZVPD basis set, OMol25).

```
! RIJCOSX wB97M-V def2-TZVPD def2/J DEFGRID3
* xyz 1 1
Pb 0.199 0.539 0.979
O -0.666 -1.685 4.714
C -0.192 -1.039 3.807
N -0.871 -0.365 2.835
C -2.230 -0.499 2.753
O -2.905 -1.404 3.190
C -2.878 0.624 1.981
C -4.251 0.819 2.074
C -4.827 1.867 1.375
C -4.013 2.673 0.591
C -2.657 2.402 0.550
N -2.106 1.408 1.231
C 1.310 -0.873 3.723
C 2.079 -1.329 4.789
C 3.453 -1.157 4.749
C 4.014 -0.569 3.623
C 3.178 -0.183 2.590
N 1.859 -0.312 2.647
H -4.828 0.141 2.681
H -5.887 2.052 1.433
H -4.415 3.489 0.014
H -1.985 2.993 -0.056
H 1.579 -1.809 5.617
H 4.075 -1.473 5.574
H 5.077 -0.417 3.543
H 3.577 0.252 1.685
S 0.033 -2.080 0.196
C -1.793 -1.978 -0.469
N -2.588 -2.956 -0.282
N -2.348 -4.001 0.426
C -3.242 -5.057 0.489
C -4.343 -5.117 -0.368
C -5.226 -6.174 -0.263
C -5.025 -7.163 0.690
C -3.921 -7.108 1.527
C -3.025 -6.064 1.428
N -2.127 -0.943 -1.181
N -1.359 0.075 -1.269
C -1.670 1.037 -2.202
C -0.810 2.140 -2.284
C -1.027 3.128 -3.221
C -2.108 3.039 -4.089
C -2.959 1.943 -4.027
C -2.750 0.946 -3.095
H -1.492 -4.062 0.990
H -4.481 -4.336 -1.099
H -6.078 -6.227 -0.921
H -5.729 -7.976 0.785
H -3.761 -7.877 2.266
H -2.167 -6.008 2.081
H 0.032 2.186 -1.610
H -0.355 3.970 -3.281
H -2.276 3.810 -4.825
H -3.782 1.870 -4.722
H -3.394 0.081 -3.059
Cl 2.896 -3.004 0.649
C 3.339 -2.643 -0.988
C 4.615 -2.993 -1.417
C 5.021 -2.725 -2.711
C 4.165 -2.084 -3.595
C 2.905 -1.730 -3.160
Cl 1.815 -0.878 -4.194
C 2.461 -2.013 -1.862
S 0.836 -1.351 -1.598
H 5.289 -3.468 -0.722
H 6.011 -3.009 -3.032
H 4.465 -1.856 -4.605
C 3.480 2.251 -1.054
C 2.562 3.147 -0.270
O 1.695 2.693 0.466
C 2.724 4.601 -0.408
C 1.722 5.422 0.119
C 1.828 6.794 0.036
C 2.943 7.363 -0.560
C 3.942 6.558 -1.086
C 3.836 5.184 -1.020
H 3.172 1.211 -0.949
H 4.498 2.367 -0.685
H 3.471 2.523 -2.108
H 0.868 4.956 0.588
H 1.051 7.422 0.443
H 3.037 8.436 -0.610
H 4.810 7.008 -1.541
H 4.625 4.574 -1.428
*
```

The value obtained for the HOMO energy is -0.371 hartree. Its electronic energy is -109460.3227 eV. As for the HOMO-LUMO gap: 6.330 eV.

# C4H7ClN2S

A single C4H7ClN2S molecule at a distorted geometry (ωB97M-V with the def2-TZVPD basis set, OMol25).

```
! RIJCOSX wB97M-V def2-TZVPD def2/J DEFGRID3
* xyz 0 1
C 0.130 -1.397 -1.136
C 0.423 0.024 -0.684
C 1.296 0.138 0.534
C 0.127 0.697 1.337
H 1.088 -1.701 -1.637
H -0.810 -1.572 -1.836
H 0.205 -2.100 -0.250
H 0.720 0.612 -1.506
H 1.782 -0.688 1.117
H -2.658 0.351 0.706
H -2.239 1.907 -0.014
N -0.716 0.541 0.242
N -2.046 0.853 0.048
S -0.074 1.130 2.861
Cl 2.771 1.205 0.219
*
```

The value obtained for the HOMO energy is -0.320 hartree. Its electronic energy is -30597.2688 eV. As for the HOMO-LUMO gap: 9.062 eV. The SMILES is C[C@@H]1[C@@H](Cl)C(=S)N1N. As for the relative energy (zero: lowest compared OMol25 entry of this formula, charge and spin): 46.6 kcal/mol.

# S2

S2 as an isolated structure at a distorted geometry (ωB97M-V with the def2-TZVPD basis set, OMol25).

```
! RIJCOSX wB97M-V def2-TZVPD def2/J DEFGRID3
* xyz 0 1
S 0.511 -1.226 -0.260
S -0.511 1.226 0.260
*
```

The value obtained for the HOMO energy is -0.363 hartree. Its electronic energy is -21664.9974 eV. As for the HOMO-LUMO gap: 5.445 eV. As for the relative energy (zero: lowest compared OMol25 entry of this formula, charge and spin): 92.2 kcal/mol.

# C30H72NO14P2

A 6-piece molecular cluster, C30H72NO14P2 overall at a distorted geometry (ωB97M-V with the def2-TZVPD basis set, OMol25).

```
! RIJCOSX wB97M-V def2-TZVPD def2/J DEFGRID3
* xyz 0 2
C -1.123 -1.946 1.179
C -1.515 -2.904 0.022
P -0.449 -4.440 0.278
P 0.481 -5.127 -1.562
O 1.389 -6.216 -1.212
O -0.716 -5.600 -2.521
O 1.206 -3.954 -2.397
C -2.997 -3.361 0.176
C -3.997 -2.972 -0.927
C -5.394 -2.965 -0.285
C -3.997 -3.966 -2.098
N -3.752 -1.598 -1.450
O -4.629 -1.210 -2.295
C -2.351 -1.154 -1.741
C -2.145 0.184 -1.015
C -2.171 -0.894 -3.236
C -1.320 -2.224 -1.336
H -0.527 -1.109 0.815
H -2.008 -1.526 1.658
H -0.534 -2.435 1.957
H 0.721 -3.862 0.813
H -0.893 -4.980 -3.239
H 0.900 -3.072 -2.149
H -3.044 -4.451 0.222
H -3.374 -3.014 1.139
H -6.179 -3.031 -1.034
H -5.534 -2.026 0.255
H -5.485 -3.781 0.432
H -4.044 -4.978 -1.694
H -4.875 -3.808 -2.719
H -3.101 -3.894 -2.714
H -3.006 0.816 -1.246
H -1.252 0.692 -1.383
H -2.109 0.078 0.065
H -2.431 -1.752 -3.855
H -1.110 -0.677 -3.395
H -2.723 -0.016 -3.562
H -1.279 -2.958 -2.143
H -0.350 -1.708 -1.322
C -4.660 1.809 5.814
O -4.195 2.663 4.787
C -2.934 2.288 4.261
C -3.067 1.568 2.937
O -3.712 0.313 3.081
C -5.068 0.319 2.673
H -5.690 2.089 6.025
H -4.629 0.759 5.511
H -4.067 1.935 6.726
H -2.394 1.655 4.973
H -2.351 3.201 4.109
H -2.066 1.383 2.534
H -3.609 2.198 2.224
H -5.148 0.415 1.584
H -5.627 1.131 3.144
H -5.501 -0.634 2.974
C 2.127 -2.855 4.386
O 0.817 -2.345 4.566
C 0.223 -2.705 5.802
C 0.270 -1.569 6.799
O 1.598 -1.259 7.186
C 2.123 -0.112 6.546
H 2.536 -2.372 3.499
H 2.767 -2.634 5.243
H 2.105 -3.937 4.220
H 0.717 -3.588 6.221
H -0.822 -2.961 5.607
H -0.278 -1.864 7.699
H -0.222 -0.686 6.376
H 1.633 0.798 6.909
H 2.010 -0.169 5.460
H 3.182 -0.061 6.792
C 0.208 2.631 -4.774
O 1.572 2.967 -4.610
C 1.919 3.284 -3.270
C 2.622 2.136 -2.584
O 1.751 1.026 -2.416
C 1.961 -0.007 -3.357
H 0.087 2.252 -5.788
H -0.107 1.861 -4.064
H -0.431 3.512 -4.649
H 1.030 3.571 -2.698
H 2.593 4.147 -3.299
H 2.944 2.459 -1.590
H 3.511 1.841 -3.150
H 2.900 -0.534 -3.156
H 1.971 0.369 -4.384
H 1.131 -0.708 -3.249
C 8.554 -2.254 -3.129
O 7.507 -3.193 -2.983
C 6.538 -2.822 -2.018
C 5.289 -2.261 -2.661
O 5.545 -1.026 -3.317
C 5.653 -1.156 -4.722
H 9.140 -2.556 -3.996
H 8.172 -1.243 -3.289
H 9.205 -2.254 -2.247
H 6.954 -2.089 -1.319
H 6.271 -3.719 -1.452
H 4.543 -2.074 -1.881
H 4.871 -2.990 -3.362
H 4.674 -1.365 -5.170
H 6.348 -1.952 -5.000
H 6.020 -0.209 -5.115
C -0.436 7.633 1.507
O -0.158 8.218 0.249
C 1.028 7.733 -0.356
C 0.733 6.718 -1.437
O 0.166 5.530 -0.907
C -1.234 5.439 -1.092
H -1.436 7.952 1.798
H -0.407 6.542 1.460
H 0.277 7.977 2.265
H 1.690 7.291 0.397
H 1.546 8.586 -0.803
H 1.671 6.445 -1.933
H 0.069 7.157 -2.188
H -1.479 5.270 -2.147
H -1.745 6.342 -0.748
H -1.583 4.587 -0.511
*
```

The value obtained for the HOMO energy (spin up / spin down) is -0.311 / -0.343 hartree. Its electronic energy is -81004.6730 eV. The expectation value of S² is 0.7540. As for the HOMO-LUMO gap (spin up / spin down): 8.765 / 9.621 eV.

# C17H17N3O2

A single C17H17N3O2 molecule (ωB97M-V with the def2-TZVPD basis set, OMol25).

```
! RIJCOSX wB97M-V def2-TZVPD def2/J DEFGRID3
* xyz 0 1
C -4.923 -2.071 -0.087
H -5.289 -3.082 0.080
O -3.684 -2.000 0.578
C -2.992 -0.832 0.548
C -1.784 -0.822 1.252
C -0.991 0.302 1.274
C -1.383 1.456 0.593
C -2.601 1.448 -0.082
C -3.399 0.322 -0.117
H -4.329 0.352 -0.661
H -2.901 2.347 -0.600
C -0.573 2.689 0.539
O -1.057 3.786 0.391
C 0.937 2.529 0.745
N 1.452 1.371 0.074
C 2.334 0.426 0.544
C 3.021 0.313 1.736
C 3.844 -0.794 1.902
C 3.975 -1.752 0.909
C 3.289 -1.644 -0.295
C 2.470 -0.547 -0.465
N 1.671 -0.160 -1.521
C 1.028 1.026 -1.190
N 0.193 1.745 -1.817
H -0.075 1.419 -2.735
C 1.508 -0.901 -2.737
H 0.845 -0.352 -3.405
H 1.071 -1.883 -2.536
H 2.472 -1.038 -3.234
H 3.395 -2.392 -1.065
H 4.624 -2.599 1.071
H 4.392 -0.908 2.825
H 2.929 1.055 2.515
H 1.138 2.442 1.816
H 1.415 3.443 0.370
H -0.077 0.279 1.848
H -1.493 -1.719 1.777
H -5.640 -1.354 0.323
H -4.811 -1.900 -1.163
*
```

The value obtained for the HOMO energy is -0.280 hartree. Its electronic energy is -26470.3368 eV. As for the HOMO-LUMO gap: 8.263 eV. The SMILES is [H]/N=c1\n(C)c2ccccc2n1CC(=O)c1ccc(OC)cc1. As for the relative energy (zero: lowest compared OMol25 entry of this formula, charge and spin): 29.5 kcal/mol.

Number 1: M 791.0 g/mol. Number 2: M 976.6 g/mol. Number 3: M 987.0 g/mol. Number 4: M 150.6 g/mol. Number 5: M 64.1 g/mol. Number 6: M 732.8 g/mol. Number 7: M 295.3 g/mol.